No. 1
{"formula": "HNO2S2", "method": "ωB97M-V/def2-TZVPD", "lumo_ev": [-1.56, -1.83], "e_above_lowest_ev": 2.216, "homo_energy_ev": [-9.12, -8.76], "orbital_gap_ev": [7.559, 6.927], "charge": 0, "e_tot_ev": -27267.100, "symbols": ["N", "O", "O", "S", "S", "H"], "positions_angstrom": [[2.208, 0.175, -0.078], [2.665, -0.883, 0.308], [1.140, 0.578, -0.300], [-1.360, 0.083, 0.429], [-2.873, -1.013, -0.021], [-1.780, 1.060, -0.337]]}



No. 2
{"formula": "HNO2S2", "method": "ωB97M-V/def2-TZVPD", "lumo_ev": [-1.23, -1.23], "e_above_lowest_ev": 1.389, "homo_energy_ev": [-8.11, -8.10], "orbital_gap_ev": [6.874, 6.872], "charge": 0, "e_tot_ev": -27267.927, "symbols": ["N", "O", "O", "S", "S", "H"], "positions_angstrom": [[1.826, 1.760, -0.286], [-1.851, -0.306, -0.434], [0.647, -0.793, 0.159], [2.012, 0.409, 0.169], [-0.742, -1.472, -0.001], [-1.893, 0.402, 0.393]]}



No. 3
{"formula": "HNO2S2", "method": "ωB97M-V/def2-TZVPD", "lumo_ev": [-1.04, -1.96], "e_above_lowest_ev": 0.000, "s_squared": 2.009, "homo_energy_ev": [-8.90, -11.59], "orbital_gap_ev": [7.863, 9.628], "charge": 0, "spin_multiplicity": 3, "e_tot_ev": -27268.815, "symbols": ["N", "O", "O", "S", "S", "H"], "positions_angstrom": [[-1.112, -1.114, -0.462], [0.017, 1.717, -0.223], [1.682, 0.862, 1.254], [0.161, -1.866, -0.125], [0.266, 0.943, 0.966], [-1.014, -0.542, -1.409]]}